Entry 1:
A 2-piece molecular cluster, C4H12NO2 overall at a distorted geometry. Source: the Open Molecules 2025 dataset; level of theory: the ωB97M-V functional and the def2-TZVPD basis.

Summary:
Energy above the lowest of the compared OMol25 structures with the same formula, charge and spin: 124.1 kJ/mol
Multiplicity: 2
Net charge: +2

```
19
Properties=species:S:1:pos:R:3:forces:R:3
O -0.6185 -0.5956 -1.9970 -0.867 0.972 1.146
C -0.9862 -0.0340 -1.0074 -0.148 -0.739 -0.405
C -0.0011 0.0820 0.2117 1.892 -0.360 0.185
C -0.0520 1.4962 0.8524 -3.487 -1.382 -1.182
C -1.6028 1.7612 1.1327 1.989 1.852 -0.649
N 1.3797 -0.2656 -0.3401 0.435 -1.731 1.449
H -2.0219 0.4042 -0.7997 0.507 -0.245 -0.389
H -0.2164 -0.7923 0.8975 -0.460 0.990 -0.567
H 0.1599 2.2584 0.1548 0.920 0.753 -1.066
H 0.6728 1.5553 1.6411 0.050 -0.145 0.888
H -2.1749 2.2070 0.2682 0.852 -0.287 0.646
H -2.1204 0.9531 1.5048 -1.067 -2.134 0.848
H -1.6265 2.4844 1.9290 -0.264 0.604 0.235
H 1.6492 0.3227 -1.1052 0.569 0.962 -0.386
H 1.4113 -1.2768 -0.7524 0.213 0.531 1.095
H 2.0843 -0.1955 0.4782 -1.021 -0.154 -1.734
H 1.0331 -3.4317 -1.7637 0.551 0.020 0.969
H 1.6324 -3.8312 -0.3961 0.696 -2.072 1.360
O 1.3979 -3.1018 -0.9087 -1.360 2.564 -2.443
```
Forces are in eV/Å.

***

Entry 2:
A 2-piece molecular cluster, C7H14O3S overall at a distorted geometry. Source: the Open Molecules 2025 dataset; level of theory: the ωB97M-V functional and the def2-TZVPD basis.

Summary:
Energy above the lowest of the compared OMol25 structures with the same formula, charge and spin: 7.3 kJ/mol
Structure (SMILES): O=S1(=O)CCCC1.CC(C)=O

```
25
Properties=species:S:1:pos:R:3:forces:R:3
C -11.9973 -2.1642 6.9502 1.593 1.902 -0.028
C -10.9490 -1.1977 6.3350 2.468 0.210 -2.383
O -10.2043 -1.4956 5.3850 -1.883 -0.152 1.858
C -10.7514 0.2310 6.8953 -0.787 -1.448 0.561
H -12.7470 -2.3323 6.1770 -0.075 -0.292 0.383
H -12.3298 -1.5775 7.8065 -0.796 -0.509 0.045
H -11.4674 -3.0424 7.3191 -0.282 -0.167 -0.363
H -10.1698 0.1261 7.8112 0.079 -0.009 0.177
H -11.7415 0.5575 7.2133 0.105 0.680 -0.143
H -10.1967 0.8887 6.2260 -0.422 -0.215 -0.110
C -12.0583 -9.8786 5.2588 0.325 -0.921 1.401
C -12.1710 -11.3696 5.6945 0.795 0.213 -1.717
C -10.8240 -11.8292 6.2593 0.804 1.339 -0.055
S -9.5697 -10.4846 5.7370 -0.880 0.145 0.600
O -8.4390 -11.1323 5.1234 0.021 0.170 0.193
O -9.3954 -9.4104 6.7218 -0.050 -1.683 -0.486
C -10.6704 -9.7670 4.5539 -1.173 0.963 0.284
H -12.0412 -9.4111 6.2434 0.340 1.013 -0.300
H -12.9336 -9.4949 4.7348 0.286 -0.205 -0.314
H -12.1455 -11.8452 4.7140 -0.958 -0.688 0.099
H -13.0266 -11.6664 6.3010 0.040 0.231 -0.180
H -10.5502 -12.7206 5.6948 0.545 -0.026 0.699
H -10.7343 -11.8853 7.3441 -0.080 -0.307 -0.119
H -10.5703 -10.2493 3.5816 -0.258 -0.132 0.096
H -10.4021 -8.7123 4.4919 0.242 -0.109 -0.199
```
Forces are in eV/Å.

***

For the records above, the corresponding electronic energy values read -9906.1494; -24462.1990 eV.